[1]
Here is a molecular structure, C25H33BBeN9 from OMol25. Energies are from wB97M-V/def2-TZVPD.

ORCA input file:
```
! wB97M-V def2-TZVPD RIJCOSX def2/J DEFGRID3
* xyz 2 2
N -0.78840 1.42900 -0.70940
N -0.89260 -1.23290 -0.86100
N 1.47760 0.07500 -2.09040
N -1.33590 0.12950 -4.64080
N -0.16430 1.44070 4.61230
N -0.07440 0.16360 -4.19580
N 1.52000 0.14160 -0.74480
N -0.63380 -1.14290 -2.17490
N -0.64350 1.30590 -2.04370
C -1.32710 0.05680 -5.95970
C -2.54880 0.01540 -6.78040
C -1.75970 3.17120 -1.69760
C 0.75160 -2.94490 2.38700
C 0.14080 -0.66670 1.76280
C -1.46660 2.55820 -0.48280
C -0.43980 -0.50490 3.02300
C -1.82420 3.06470 0.86650
C 2.80120 0.16400 -0.37940
C -1.21900 2.34490 -2.65760
C 0.76910 -1.87890 1.49940
C 0.04770 -2.82000 3.56940
C 0.02790 0.05080 -6.40080
C -2.14720 -2.76150 0.64500
C -1.76350 -3.00260 -1.89040
C 3.60380 0.07810 -1.51530
C -0.54630 -1.61610 3.87230
C -1.13800 -2.20190 -2.81970
C 3.24600 0.30730 1.02520
C -1.59630 -2.34960 -0.66630
C 0.77350 0.14050 -5.25490
C 1.10330 1.92340 4.04230
C -1.01780 0.78720 3.54990
C 2.72490 0.01910 -2.57280
C 0.10280 0.59090 5.78880
B 0.07570 0.10400 -2.68620
Be -0.05530 0.02780 -0.01340
H -3.09920 -3.25900 0.48760
H 1.25190 -3.86640 2.12720
H 4.31340 0.50160 1.03930
H 3.05270 -0.59940 1.59430
H -1.11570 -1.52800 4.78500
H 1.71070 2.39580 4.81200
H -2.27680 -3.92660 -2.04960
H -1.22420 2.45110 -3.72070
H -2.29170 -1.89750 1.28630
H -3.12770 -0.88000 -6.54920
H 2.72100 1.13670 1.49370
H 0.65800 1.15050 6.53900
H -1.02500 -2.33460 -3.87710
H 1.64340 1.07290 3.63200
H -2.29500 4.08420 -1.84280
H -0.92790 3.21580 1.46630
H -1.99850 0.60510 3.99820
H -2.50640 2.38130 1.36940
H -0.02620 -3.64690 4.25880
H 0.69990 -0.26700 5.48670
H 1.83570 0.18270 -5.15230
H 0.37430 0.02420 -7.41420
H 4.67230 0.06760 -1.55300
H -1.48240 -3.46040 1.14930
H 1.28330 -2.03610 0.56680
H -3.19100 0.86470 -6.55110
H 0.91550 2.64790 3.25260
H -0.69360 2.25250 4.94910
H -2.30020 0.01200 -7.83740
H -1.12030 1.50700 2.73910
H -0.82700 0.25030 6.23990
H -2.32390 4.02310 0.76210
H 2.94920 -0.09290 -3.61290
*
```

Summary:
HOMO energy (alpha / beta)	-14.113 / -13.909	eV
⟨S²⟩	0.762
strongest force on any atom	2.5	eV/A
DFT total energy	-1504.44632	a.u.


[2]
Here is a molecular structure, C34H27N3O2OsP from OMol25. Energies are from wB97M-V/def2-TZVPD.

ORCA input file:
```
! wB97M-V def2-TZVPD RIJCOSX def2/J DEFGRID3
* xyz 1 5
Os 1.13459 0.56941 0.05529
P -1.62309 0.08419 0.04729
O 1.03487 -0.82211 -1.77310
O 2.13266 -2.10819 2.38666
N 3.25122 0.94284 -0.80311
N 1.36895 -3.07295 -1.45845
N 1.60198 -1.49105 0.26401
C -1.65729 -2.47926 1.26303
C 1.93295 -3.81317 0.74346
C -1.40469 1.00352 4.07719
C 3.54333 2.24682 -0.95427
C -1.79371 -1.72522 0.10195
C -0.01436 1.06184 4.18638
C 4.81843 2.63985 -1.33560
C 1.91215 -2.43816 1.24234
C -1.77841 -3.86352 1.21072
C 0.79408 0.90096 3.07592
C 2.48986 4.53256 -0.91215
C -4.41907 0.02676 0.26273
C -2.04313 -2.37013 -1.11215
C -2.18165 -3.74872 -1.15660
C 1.32949 -1.79910 -1.02043
C -5.85560 1.74897 -0.60608
C -4.75552 2.41332 -1.12923
C 4.18501 0.01674 -1.02146
C 2.42130 3.16526 -0.68863
C -5.68890 0.55616 0.08593
C 1.03203 -3.35184 -2.85283
C 0.20394 4.78003 -0.19704
C -2.04508 -4.49876 0.00736
C 1.23134 2.58219 -0.21458
C 5.46924 0.33836 -1.40949
C -2.01116 0.74113 2.85574
C 0.13183 3.41713 0.03688
C 5.78801 1.67913 -1.56640
C 0.19361 0.67537 1.83075
C -1.20124 0.55107 1.74574
C 1.66864 -4.07157 -0.54203
C -3.30986 0.69906 -0.24980
C -3.48275 1.88753 -0.95575
C 1.38660 5.33620 -0.66960
H -6.84851 2.15681 -0.74584
H 3.89007 -1.01394 -0.86875
H 0.02451 -3.00388 -3.06895
H -2.62185 2.39501 -1.37686
H 0.43642 1.24448 5.15351
H 1.67653 -5.07257 -0.94982
H 1.08737 -4.42460 -3.01497
H -1.44881 -1.99794 2.21133
H 5.05180 3.68854 -1.44567
H 6.19673 -0.44292 -1.57579
H -0.78397 3.00000 0.43518
H 2.16701 -4.60536 1.43756
H 1.87053 0.95283 3.17623
H -4.88924 3.33529 -1.68035
H -2.15196 -5.57564 -0.02621
H 6.78618 1.97423 -1.86201
H -1.66876 -4.44120 2.12000
H -6.55030 0.03504 0.48346
H 1.45048 6.40145 -0.84703
H 1.72854 -2.84762 -3.51922
H -2.40242 -4.24023 -2.09646
H -4.28588 -0.91134 0.78851
H -0.65196 5.41295 -0.00152
H -3.08893 0.67947 2.76817
H 3.39693 4.99028 -1.28512
H -2.14676 -1.78370 -2.01985
H -2.01430 1.15192 4.95990
*
```

Summary:
HOMO energy (alpha / beta)	-10.385 / -11.293	eV
energy above the lowest of the compared OMol25 structures with the same formula, charge and spin	0.314	eV
⟨S²⟩	6.044
strongest force on any atom	0.6	eV/A
DFT total energy	-2058.37729	a.u.


[3]
Here is C4H9N3S in the gas phase from OMol25. Energies are from wB97M-V/def2-TZVPD.

ORCA input file:
```
! wB97M-V def2-TZVPD RIJCOSX def2/J DEFGRID3
* xyz 0 3
S 1.51956 0.47762 -0.53050
N 0.87467 -2.08737 -0.78709
N 0.12829 1.80427 -0.15777
N -1.75221 0.33304 0.13343
C 1.37830 -1.09433 -0.01461
C -3.05811 0.02416 -0.25934
C 2.49726 1.17043 0.85263
C -0.95198 1.28000 -0.05465
H -3.42365 0.18864 -1.42208
H 1.41625 -1.31413 1.04285
H 2.42876 0.50467 1.57801
H 0.58459 -1.80372 -1.68382
H 1.79690 2.01734 1.02340
H 3.50106 1.56782 0.46394
H -3.23785 -1.08198 -0.11500
H -3.76551 0.61519 0.32230
H 0.06367 -2.60166 -0.39170
*
```

Summary:
HOMO energy (alpha / beta)	-5.092 / -8.447	eV
energy above the lowest of the compared OMol25 structures with the same formula, charge and spin	0.739	eV
⟨S²⟩	2.009
strongest force on any atom	6.5	eV/A
DFT total energy	-720.02862	a.u.


[4]
Here is C6H8 in the gas phase from OMol25. Energies are from wB97M-V/def2-TZVPD.

ORCA input file:
```
! wB97M-V def2-TZVPD RIJCOSX def2/J DEFGRID3
* xyz 0 3
C 1.04182 -0.03050 1.00930
C -1.74499 -0.01287 0.51712
C -1.03761 -1.11253 -0.24478
C -1.05026 1.10968 -0.17074
C 1.43932 -0.00812 -0.56122
C -0.00063 0.08053 -0.07890
H -1.17395 1.33994 -1.18099
H -0.92683 -1.99914 0.48020
H 0.95330 -1.07902 1.47272
H 1.74839 -0.84405 -1.19079
H -0.87131 1.98940 0.47884
H 1.87756 0.85489 -0.88850
H 1.14679 0.98661 1.57302
H -1.40159 -1.27482 -1.21527
*
```

Summary:
HOMO energy (alpha / beta)	-6.827 / -10.418	eV
energy above the lowest of the compared OMol25 structures with the same formula, charge and spin	2.735	eV
⟨S²⟩	2.006
strongest force on any atom	5.1	eV/A
DFT total energy	-233.14641	a.u.